{"formula": "C25H50BNO14P2", "method": "the ωB97M-V functional and the def2-TZVPD basis", "total_energy_ha": -2798.21264, "gap_ha": 0.27876, "total_charge": 0, "max_force_ha_per_bohr": 0.096, "e_homo_ev": -7.5, "smiles": "C=CC[C@]1(P(=O)(O)O)OC(=O)O[C@@]1([PH2]=N)B(O)OC.CC(C)=O.CC(C)=O.CC(C)=O.CC(C)=O.CC(C)=O.CC(C)=O", "symbols": ["C", "C", "C", "C", "P", "O", "O", "O", "O", "C", "O", "O", "C", "P", "N", "B", "O", "O", "C", "H", "H", "H", "H", "H", "H", "H", "H", "H", "H", "H", "H", "H", "H", "C", "C", "O", "C", "H", "H", "H", "H", "H", "H", "C", "C", "O", "C", "H", "H", "H", "H", "H", "H", "C", "C", "O", "C", "H", "H", "H", "H", "H", "H", "C", "C", "O", "C", "H", "H", "H", "H", "H", "H", "C", "C", "O", "C", "H", "H", "H", "H", "H", "H", "C", "C", "O", "C", "H", "H", "H", "H", "H", "H"], "xyz": [[2.005012, 3.059217, -0.297629], [0.833101, 2.308619, -0.277888], [0.702409, 1.001170, -1.098742], [-0.608733, 0.953821, -1.992386], [-0.716340, -0.891803, -2.411639], [-1.159940, -1.138721, -3.782843], [-1.640202, -1.679158, -1.293370], [0.787729, -1.532109, -2.274928], [-0.278032, 1.845737, -3.057324], [-0.901882, 3.072623, -2.911160], [-0.797029, 3.997322, -3.584202], [-1.689305, 3.005808, -1.764841], [-1.900537, 1.635291, -1.454549], [-2.238520, 1.120641, 0.329538], [-2.351277, 2.371381, 1.299394], [-3.326200, 1.305741, -2.188458], [-4.025898, 2.376690, -2.770243], [-3.903469, 0.053588, -2.231584], [-5.298480, 0.160900, -1.805236], [2.935840, 2.746935, 0.212799], [1.986468, 4.003626, -0.882921], [-0.019828, 2.692883, 0.315519], [0.597312, 0.154467, -0.361515], [1.614672, 0.872004, -1.710293], [-1.026876, -2.120230, -0.670972], [0.983739, -1.735805, -1.337484], [-1.196322, 0.287112, 0.847521], [-3.444904, 0.369941, 0.338370], [-2.201450, 3.224304, 0.755291], [-3.746448, 2.523815, -3.686987], [-5.336757, 0.892619, -0.963027], [-5.952185, 0.571755, -2.601091], [-5.704739, -0.826791, -1.523412], [6.007593, 4.427860, 1.111862], [5.097830, 4.647826, 2.293258], [3.914947, 4.864300, 2.145688], [5.719153, 4.587975, 3.666701], [5.429173, 4.498621, 0.192643], [6.786268, 5.191989, 1.093968], [6.457883, 3.434728, 1.167377], [6.486555, 5.358396, 3.762142], [6.156063, 3.602138, 3.835116], [4.950547, 4.763551, 4.418654], [2.128552, -5.232688, 0.835619], [1.304567, -4.623883, -0.266689], [1.146559, -3.419699, -0.344805], [0.687435, -5.561939, -1.264464], [2.511819, -4.442108, 1.480591], [1.510353, -5.904738, 1.432933], [2.971435, -5.779287, 0.410114], [0.008554, -6.247260, -0.758758], [1.466272, -6.119797, -1.777912], [0.123301, -4.986795, -2.000063], [-6.170598, -4.705138, -0.228042], [-7.112348, -3.847716, -1.035427], [-6.746530, -2.805662, -1.531502], [-8.527465, -4.341403, -1.199615], [-5.190633, -4.230175, -0.193001], [-6.545796, -4.812300, 0.791366], [-6.068498, -5.686754, -0.694114], [-9.005708, -4.432612, -0.222752], [-8.528444, -5.307147, -1.708083], [-9.090919, -3.628597, -1.800393], [-1.303187, 3.334597, 4.170856], [-0.263016, 3.486895, 5.251166], [0.642869, 2.691336, 5.374501], [-0.394769, 4.672836, 6.175949], [-1.088040, 2.446127, 3.582774], [-2.292474, 3.225970, 4.619341], [-1.284180, 4.202617, 3.510175], [-1.344593, 4.623601, 6.711518], [-0.336113, 5.599882, 5.602972], [0.417992, 4.657401, 6.901685], [1.884274, -10.217637, 0.282052], [1.030431, -9.260701, -0.510454], [1.502951, -8.270542, -1.025706], [-0.436779, -9.585952, -0.636169], [2.913743, -9.861477, 0.289790], [1.524508, -10.273831, 1.311088], [1.858779, -11.207271, -0.177245], [-0.897970, -9.614371, 0.352780], [-0.563563, -10.547945, -1.135379], [-0.928364, -8.816029, -1.230250], [4.284629, 6.709713, -2.841299], [5.329763, 6.890095, -1.769646], [6.269473, 6.132053, -1.670464], [5.156439, 8.053011, -0.825520], [4.533726, 5.838088, -3.445460], [3.305899, 6.552027, -2.384273], [4.257969, 7.588788, -3.487668], [4.215651, 7.953027, -0.280914], [5.168057, 8.991009, -1.383557], [5.977049, 8.061605, -0.108760]], "atomic_forces_ev_per_a": [[-0.7, 0.0, -0.2], [0.7, 0.0, -0.6], [-0.3, -0.5, 3.4], [1.4, 0.4, 1.0], [0.4, -1.5, -1.9], [-0.4, 0.6, 0.3], [1.7, 1.1, 0.0], [-1.6, 1.0, 1.0], [-0.6, 0.3, -1.2], [-0.5, -3.7, 3.2], [0.5, 2.3, -1.9], [0.7, 0.3, 0.1], [-0.5, -1.9, -0.5], [0.1, 2.4, 1.7], [0.0, -0.2, -0.9], [-0.7, -0.5, -1.6], [0.7, -0.7, 0.2], [0.0, 0.9, 1.1], [-0.6, 0.3, -0.1], [0.1, -0.6, -1.9], [-0.2, 0.6, 2.3], [-0.3, 0.5, -1.8], [0.3, 0.2, -0.7], [-0.8, -0.1, 0.2], [-0.5, -0.1, -0.1], [0.4, -0.3, -0.6], [-0.6, -0.4, -0.7], [0.7, -0.3, -0.4], [-0.2, 0.0, 0.4], [-0.2, 0.2, 0.3], [-0.3, -0.7, -0.4], [0.6, -0.2, 0.3], [0.7, 0.5, 0.0], [-0.3, 0.0, -0.1], [-0.2, 0.0, -0.1], [0.1, 0.0, 0.0], [-0.3, 0.1, 0.1], [0.1, 0.0, 0.0], [0.1, -0.1, 0.0], [0.2, 0.1, 0.1], [0.1, -0.2, 0.0], [0.2, 0.1, 0.0], [0.0, 0.0, -0.1], [0.1, 0.4, 0.1], [-0.1, 0.0, -0.1], [-0.1, 0.1, 0.4], [-0.3, 0.8, -0.2], [0.0, 0.0, 0.0], [0.1, -0.2, -0.1], [-0.1, -0.2, 0.0], [0.2, -0.2, 0.0], [-0.1, -0.2, 0.2], [0.0, 0.0, 0.1], [0.2, 0.2, 0.0], [0.1, 0.2, -0.1], [-0.1, -0.2, 0.1], [-0.1, 0.3, -0.2], [-0.1, 0.0, 0.0], [-0.1, -0.2, -0.1], [-0.1, -0.1, 0.1], [0.0, -0.2, 0.0], [0.0, -0.1, 0.2], [0.1, 0.0, 0.0], [0.3, -0.3, 0.1], [0.1, -0.2, -0.1], [-0.1, 0.1, 0.1], [0.3, -0.1, 0.2], [-0.1, 0.1, 0.0], [-0.1, 0.2, -0.1], [-0.2, 0.0, 0.1], [-0.1, 0.1, -0.1], [-0.2, 0.0, 0.0], [0.0, 0.0, 0.0], [0.2, 0.2, 0.0], [0.2, 0.1, -0.1], [0.0, -0.5, 0.1], [0.0, 0.3, -0.2], [-0.1, 0.0, 0.0], [-0.1, -0.2, -0.1], [-0.1, 0.0, 0.2], [0.0, -0.2, 0.0], [-0.1, -0.1, 0.2], [0.0, 0.0, 0.0], [0.2, -0.3, -0.1], [0.2, -0.1, 0.0], [-0.1, 0.1, 0.0], [0.2, -0.1, 0.2], [0.0, 0.0, 0.0], [0.0, 0.2, -0.1], [-0.2, 0.0, 0.1], [-0.1, 0.1, -0.1], [-0.2, 0.0, 0.0], [0.0, 0.0, -0.1]], "lowdin_charge": [0.016, -0.138, -0.152, -0.369, 0.563, -0.237, -0.131, -0.145, 0.082, -0.516, 0.238, 0.044, -0.345, 0.849, -0.286, -0.622, 0.155, 0.002, -0.036, 0.059, 0.066, 0.081, 0.089, 0.132, 0.068, 0.033, 0.029, 0.030, -0.018, 0.132, 0.095, 0.102, 0.071, -0.025, -0.505, 0.056, -0.025, 0.066, 0.086, 0.088, 0.084, 0.084, 0.081, -0.010, -0.457, 0.036, -0.014, 0.083, 0.088, 0.092, 0.079, 0.080, 0.091, -0.021, -0.493, 0.063, -0.022, 0.080, 0.085, 0.085, 0.086, 0.086, 0.083, -0.048, -0.507, 0.057, -0.031, 0.050, 0.084, 0.082, 0.081, 0.083, 0.078, -0.020, -0.488, 0.044, -0.018, 0.083, 0.087, 0.087, 0.087, 0.088, 0.080, -0.020, -0.505, 0.052, -0.021, 0.083, 0.083, 0.085, 0.088, 0.084, 0.080]}

{"formula": "C31H28IN6O3S5Ti", "method": "the ωB97M-V functional and the def2-TZVPD basis", "total_energy_ha": -4890.45737, "gap_ha": 0.25415, "total_charge": 1, "max_force_ha_per_bohr": 0.016, "e_homo_ev": -10.1, "symbols": ["Ti", "S", "C", "C", "C", "C", "C", "C", "S", "C", "C", "C", "C", "C", "C", "C", "S", "C", "C", "C", "C", "C", "C", "S", "N", "H", "H", "H", "H", "H", "H", "H", "H", "H", "H", "H", "H", "H", "H", "H", "N", "C", "C", "C", "C", "C", "C", "S", "O", "O", "N", "C", "N", "C", "C", "C", "N", "H", "H", "H", "H", "H", "H", "H", "H", "H", "N", "C", "O", "C", "I", "H", "H", "H", "H"], "xyz": [[-0.310981, 0.516198, 0.355660], [-0.916295, 2.720268, 0.903326], [-0.317633, 3.109045, 2.515775], [-0.220967, 4.445922, 2.897970], [0.237347, 4.775100, 4.162302], [0.590182, 3.783522, 5.069568], [0.479464, 2.451535, 4.708225], [0.049670, 2.126633, 3.431185], [-0.203506, 0.452885, 2.916652], [1.429441, -0.282803, 3.116815], [1.589316, -1.388265, 2.117191], [2.414041, -2.447091, 2.461793], [2.659391, -3.447640, 1.541296], [2.057932, -3.348618, 0.302879], [1.234860, -2.266124, 0.016305], [0.612126, -2.187996, -1.339001], [-1.187970, -2.196684, -1.104647], [-1.823998, -1.446231, -2.570686], [-2.052556, -2.239963, -3.692255], [-2.616823, -1.706899, -4.835280], [-2.978522, -0.364176, -4.851266], [-2.763217, 0.428602, -3.740445], [-2.180256, -0.100137, -2.584594], [-2.018056, 1.027318, -1.240542], [0.971782, -1.302171, 0.920835], [-0.502974, 5.224239, 2.201098], [0.315857, 5.816537, 4.444154], [0.937203, 4.047964, 6.058546], [0.724965, 1.669321, 5.415534], [1.553160, -0.666427, 4.127597], [2.173133, 0.486677, 2.923300], [2.861390, -2.466312, 3.445134], [3.301132, -4.283806, 1.782582], [2.215344, -4.098653, -0.457858], [0.935377, -3.045445, -1.927609], [0.897827, -1.285413, -1.874918], [-1.784611, -3.288036, -3.651965], [-2.785856, -2.336468, -5.697978], [-3.433109, 0.067785, -5.733211], [-3.040695, 1.474321, -3.760503], [4.710664, 6.401322, -1.906539], [4.168666, 5.203205, -1.556594], [4.740648, 4.005319, -2.008420], [4.210858, 2.793281, -1.628826], [3.103132, 2.752934, -0.795218], [2.512942, 3.934303, -0.343414], [3.042834, 5.146333, -0.713562], [2.378258, 1.238591, -0.370078], [3.299822, 0.168031, -0.610273], [1.790356, 1.367341, 0.984957], [0.981210, 1.056792, -1.137698], [0.882387, 1.288224, -2.522418], [0.739388, 0.236529, -3.319834], [0.594350, 0.489482, -4.619175], [0.620428, 1.774745, -5.122752], [0.811594, 2.793299, -4.203873], [0.938587, 2.563303, -2.902999], [5.438723, 6.451581, -2.594582], [4.232784, 7.254419, -1.682881], [5.612770, 4.038479, -2.648811], [4.660169, 1.869881, -1.971657], [1.636486, 3.885657, 0.289275], [2.595251, 6.065452, -0.357950], [0.454994, -0.370248, -5.264222], [0.503478, 1.975881, -6.177160], [0.858220, 3.829580, -4.519488], [-3.638971, -2.114186, 1.769629], [-3.179349, -0.906426, 1.473056], [-1.970828, -0.710605, 1.293132], [-4.123010, 0.257466, 1.320763], [-6.079533, 0.025305, 2.113043], [-2.984932, -2.879435, 1.805933], [-4.618331, -2.272038, 1.945435], [-4.213849, 0.471542, 0.257970], [-3.666111, 1.126753, 1.787773]], "atomic_forces_ev_per_a": [[-0.1, 0.0, -0.1], [-0.3, -0.1, 0.0], [0.1, 0.0, 0.0], [0.0, 0.0, 0.0], [0.0, 0.0, 0.0], [0.0, 0.0, 0.0], [0.1, 0.0, 0.0], [-0.1, 0.0, -0.2], [0.1, 0.2, 0.3], [0.0, 0.0, 0.0], [0.0, -0.1, 0.1], [0.0, 0.0, -0.1], [-0.1, 0.1, 0.0], [0.0, 0.1, 0.0], [0.1, -0.3, 0.0], [0.1, -0.2, -0.1], [0.2, 0.4, 0.1], [0.0, -0.2, -0.1], [0.1, -0.1, 0.0], [0.0, 0.0, 0.0], [0.0, 0.0, 0.0], [0.0, 0.0, 0.0], [0.0, 0.2, -0.1], [-0.1, 0.2, 0.1], [0.2, 0.0, 0.1], [0.0, 0.0, 0.0], [0.0, 0.0, 0.0], [0.0, 0.0, 0.0], [0.0, 0.0, 0.0], [-0.1, 0.0, 0.0], [0.0, 0.0, 0.0], [0.0, 0.0, 0.0], [0.0, 0.0, 0.0], [0.0, 0.0, 0.0], [-0.1, 0.0, 0.0], [0.0, 0.0, 0.0], [0.0, 0.0, 0.0], [0.0, 0.0, 0.0], [0.0, 0.0, 0.0], [0.0, 0.0, 0.0], [0.0, 0.1, 0.0], [-0.1, 0.0, 0.0], [0.0, 0.0, 0.0], [0.2, -0.2, -0.1], [-0.1, 0.0, 0.2], [0.0, 0.0, 0.0], [0.0, 0.0, 0.0], [-0.2, 0.6, 0.2], [0.1, 0.0, 0.0], [0.1, -0.4, -0.1], [-0.3, -0.7, 0.0], [0.0, 0.3, -0.4], [0.1, 0.1, 0.1], [0.0, 0.0, 0.0], [0.0, 0.0, 0.0], [0.0, 0.0, 0.0], [-0.1, -0.1, 0.1], [0.0, 0.0, 0.0], [0.0, 0.0, 0.0], [0.0, 0.0, 0.0], [0.0, 0.0, 0.0], [0.0, 0.0, 0.0], [0.0, 0.0, 0.0], [0.0, 0.0, 0.0], [0.0, 0.0, 0.0], [0.0, 0.0, 0.0], [0.1, -0.1, 0.0], [-0.1, 0.4, -0.1], [0.3, 0.0, 0.0], [0.0, 0.0, 0.1], [0.0, 0.0, 0.0], [0.0, 0.0, 0.0], [0.0, 0.0, 0.0], [0.0, 0.0, 0.0], [0.0, 0.0, 0.0]], "lowdin_charge": [0.568, 0.694, -0.618, -0.098, -0.063, -0.067, -0.077, -0.500, 1.055, -0.334, -0.297, 0.004, -0.008, 0.008, -0.322, -0.368, 1.018, -0.538, -0.095, -0.077, -0.072, -0.121, -0.617, 0.684, 0.052, 0.110, 0.112, 0.111, 0.115, 0.099, 0.099, 0.126, 0.123, 0.124, 0.093, 0.047, 0.108, 0.108, 0.111, 0.106, 0.128, -0.304, -0.017, -0.052, -0.314, -0.045, -0.008, 0.654, -0.250, -0.425, -0.251, -0.464, 0.142, -0.098, -0.028, -0.092, 0.170, 0.103, 0.103, 0.116, 0.120, 0.088, 0.116, 0.120, 0.108, 0.117, 0.195, -0.611, -0.266, -0.579, 0.879, 0.129, 0.042, 0.024, 0.050]}

Values of ΔE to the lowest compared entry with this formula, charge and spin, in order: 1.834 0.709, all in eV.